*P*
13
Properties=species:S:1:pos:R:3 method="wB97M-V/def2-TZVPD" homo_lumo_gap_ev="8.5784 / 8.5800" mol_weight_g_mol=85.1 homo_ha="-0.30706 / -0.30720" spin_multiplicity=1
C -1.80008 -0.34115 0.43089
C -0.35821 -0.77989 0.24484
C 0.39987 0.39162 -1.19177
N 0.69697 0.09701 0.11686
C 1.93648 0.49182 0.49272
O 2.57971 1.05151 -0.37769
H -1.94422 0.36334 1.25920
H -2.42644 -1.21911 0.62791
H -2.18957 0.11006 -0.48112
H -0.10607 -1.72736 0.76277
H 0.75959 -0.20578 -2.01248
H 0.16908 1.45079 -1.38764
H 2.28288 0.31715 1.51553

*Q*
13
Properties=species:S:1:pos:R:3 method="wB97M-V/def2-TZVPD" homo_lumo_gap_ev=10.8866 mol_weight_g_mol=85.1 homo_ha=-0.36277 spin_multiplicity=1 smiles="C[C@H]1CN1C=O"
C 1.16339 0.23278 0.85652
C -0.34343 0.40977 0.74574
C -0.88079 0.96130 -0.53315
N -1.07221 -0.42835 -0.20236
C -0.40519 -1.41867 -0.90975
O -0.14698 -1.37755 -2.08928
H 1.48816 -0.53705 0.15249
H 1.47891 -0.06663 1.85760
H 1.69338 1.15088 0.58973
H -0.89260 0.61091 1.66597
H -1.78188 1.56892 -0.55081
H -0.15024 1.18084 -1.30997
H -0.15051 -2.28713 -0.27273

*Q* comes first in stability; the runner-up is 264.8 kJ/mol higher.

*P*
13
Properties=species:S:1:pos:R:3 method="wB97M-V/def2-TZVPD" homo_lumo_gap_ev="8.1159 / 8.1145" mol_weight_g_mol=85.1 homo_ha="-0.29232 / -0.29230" spin_multiplicity=1 smiles="CCC(O)=C=N"
C -1.14703 1.10873 0.19504
C -0.85085 -0.38868 0.04041
C 0.53437 -0.74007 -0.37232
O 0.93195 -1.98064 -0.14598
C 1.40148 0.16897 -0.93219
N 2.01867 0.80790 0.03250
H -2.21989 1.25021 0.36376
H -0.61636 1.54851 1.04509
H -0.86179 1.67477 -0.69598
H -1.47248 -0.81534 -0.75317
H -1.08566 -0.93418 0.95990
H 1.60806 0.41083 0.90736
H 1.75953 -2.11100 -0.64442

*Q*
13
Properties=species:S:1:pos:R:3 method="wB97M-V/def2-TZVPD" homo_lumo_gap_ev=11.0829 mol_weight_g_mol=85.1 homo_ha=-0.37079 spin_multiplicity=1 smiles="C[C@H]1CN=CO1"
C -0.03098 -1.30507 -0.90266
C -0.17194 0.18500 -0.58652
C -0.89899 0.58489 0.64527
N 0.28418 0.59287 1.80334
C 1.28831 0.81447 1.07201
O 1.07353 0.83813 -0.42873
H 0.48333 -1.45317 -1.86150
H 0.54372 -1.82362 -0.12390
H -1.02416 -1.77027 -0.96971
H -0.94613 0.66100 -1.23611
H -1.12178 1.65696 0.57908
H -1.83296 -0.00049 0.75778
H 2.35387 1.01930 1.25164

*R*
13
Properties=species:S:1:pos:R:3 method="wB97M-V/def2-TZVPD" homo_lumo_gap_ev=10.8982 mol_weight_g_mol=85.1 homo_ha=-0.36452 spin_multiplicity=1 smiles="C[C@H]1CN1C=O"
C -1.71791 -0.28721 0.48962
C -0.30040 -0.48485 0.01388
C 0.23736 0.18305 -1.21232
N 0.59854 0.65090 0.10192
C 1.89972 0.53957 0.56884
O 2.88917 0.74154 -0.09412
H -1.73951 -0.09595 1.56730
H -2.32131 -1.17769 0.28674
H -2.18134 0.56650 -0.01429
H 0.14353 -1.45440 0.24829
H 1.01729 -0.31552 -1.78449
H -0.41206 0.84365 -1.78273
H 1.93820 0.29183 1.64573

*S*
13
Properties=species:S:1:pos:R:3 method="wB97M-V/def2-TZVPD" homo_lumo_gap_ev=9.5024 mol_weight_g_mol=85.1 homo_ha=-0.31734 spin_multiplicity=1 smiles="CN1C[C@H]1C=O"
C -1.15180 -0.66025 1.28988
N -0.13796 -0.38961 0.32429
C 0.76184 -0.91319 -0.59487
C 0.78308 0.55199 -0.14866
C 0.26843 1.55226 -1.13346
O 0.75253 2.64106 -1.32463
H -1.03923 -1.67375 1.69300
H -2.16134 -0.57220 0.86082
H -1.07190 0.04829 2.12117
H 1.60790 -1.52578 -0.26758
H 0.39999 -1.15535 -1.59966
H 1.61984 0.89868 0.46760
H -0.63140 1.19784 -1.68792

*R* comes first in stability; the runner-up is 56.8 kJ/mol higher.

*P*
13
Properties=species:S:1:pos:R:3 method="wB97M-V/def2-TZVPD" homo_lumo_gap_ev=10.5562 mol_weight_g_mol=85.1 homo_ha=-0.35321 spin_multiplicity=1 smiles="C1=NC1.CC=O"
C -0.66479 -1.37269 0.38690
C 0.88968 0.79450 0.75685
C 1.29105 1.22226 -0.55190
N 0.03874 1.55907 0.23865
C -1.16961 -0.24693 -0.50959
O -0.92888 -0.21092 -1.69656
H -0.72986 -1.24640 1.47646
H 0.31438 -1.80908 0.14683
H -1.42733 -2.08693 0.08636
H 1.13584 0.35902 1.71137
H 1.99921 2.03715 -0.56017
H 1.18182 0.59479 -1.44122
H -1.93026 0.40615 -0.04398

*Q*
13
Properties=species:S:1:pos:R:3 method="wB97M-V/def2-TZVPD" homo_lumo_gap_ev=9.7962 mol_weight_g_mol=85.1 homo_ha=-0.33011 spin_multiplicity=1 smiles="CC=C=N.C=O"
C 1.18656 0.38106 -0.29038
C -0.13247 -2.03773 0.23234
C 0.33868 1.30576 -0.70067
C -0.99549 1.50530 -0.08433
N 1.67553 -0.69301 0.17136
O -0.73947 -1.48007 1.17987
H 0.49653 1.73078 -1.69794
H -0.45062 -1.68089 -0.72465
H 0.50265 -2.89027 0.46045
H -1.69530 0.68230 -0.29990
H -1.51498 2.44044 -0.26425
H -0.83434 1.39823 1.04772
H 2.16273 -0.66188 0.97036

*R*
13
Properties=species:S:1:pos:R:3 method="wB97M-V/def2-TZVPD" homo_lumo_gap_ev=10.5171 mol_weight_g_mol=85.1 homo_ha=-0.34999 spin_multiplicity=1 smiles="C[C@H]1NCC1=O"
C -1.52189 -0.08829 -0.43402
C -0.42981 -0.09943 0.63773
N 0.67997 -0.99459 0.30180
C 1.39113 -0.02864 -0.52361
C 0.59789 1.11329 0.43956
O 0.82979 2.10878 1.06292
H -1.77544 -1.10771 -0.75274
H -1.18651 0.47465 -1.31227
H -2.42454 0.39949 -0.05388
H -0.84403 -0.34963 1.62737
H 1.23398 -1.13171 1.14514
H 0.98148 -0.02932 -1.54429
H 2.46798 -0.26689 -0.59372

*S*
13
Properties=species:S:1:pos:R:3 method="wB97M-V/def2-TZVPD" homo_lumo_gap_ev=9.7039 mol_weight_g_mol=85.1 homo_ha=-0.32315 spin_multiplicity=1 smiles=O[C@H]1CN2C[C@@H]12
O 1.58358 1.17793 0.58661
C 0.66414 0.87033 -0.38647
C 0.64856 -0.56593 -0.88131
N -0.77185 -0.82985 -0.59573
C -1.00536 -0.59652 0.84328
C -1.04463 0.52050 -0.05964
H 1.75780 0.36726 1.09720
H 0.04221 1.64189 -0.77589
H 1.29980 -1.21681 -0.27218
H 0.89832 -0.73983 -1.93026
H -0.16193 -0.60541 1.53635
H -1.91870 -1.03737 1.21185
H -1.99195 1.01381 -0.37380

*R* comes first in stability; the runner-up is 150.9 kJ/mol higher.

*P*
13
Properties=species:S:1:pos:R:3 method="wB97M-V/def2-TZVPD" homo_lumo_gap_ev=10.8080 mol_weight_g_mol=85.1 homo_ha=-0.36654 spin_multiplicity=1 smiles="C[C@@]1(C=O)CN1"
C 1.42873 -0.63871 0.04845
C 0.04383 -0.04522 -0.01966
C -0.25074 1.40397 0.13387
N -0.38148 0.72983 -1.16437
C -1.08468 -0.92911 0.43984
O -2.21045 -0.81040 0.00441
H 1.49663 -1.52571 -0.58843
H 2.16925 0.09054 -0.28688
H 1.67853 -0.92779 1.07725
H -1.13045 1.65571 0.73566
H 0.44662 2.14499 -0.19810
H -1.36489 0.58113 -1.34163
H -0.84090 -1.72923 1.15960

*Q*
13
Properties=species:S:1:pos:R:3 method="wB97M-V/def2-TZVPD" homo_lumo_gap_ev=10.8123 mol_weight_g_mol=85.1 homo_ha=-0.35720 spin_multiplicity=1 smiles=COC12CN1C2
C -1.42011 -0.43699 1.11066
N 0.10096 0.43748 -1.17964
C 1.07346 1.34905 -0.53766
C 0.61294 0.15964 0.16635
O -0.12012 0.10173 1.31034
C 0.86147 -0.80877 -0.89904
H -1.37617 -1.51736 0.92710
H -1.97941 -0.25668 2.02773
H -1.91042 0.05378 0.26342
H 2.08617 1.40444 -0.94061
H 0.63050 2.29795 -0.24456
H 0.24147 -1.70185 -0.94343
H 1.85952 -0.92165 -1.32783

*P* comes first in stability; the runner-up is 115.7 kJ/mol higher.

*P*
13
Properties=species:S:1:pos:R:3 method="wB97M-V/def2-TZVPD" homo_lumo_gap_ev=10.6534 mol_weight_g_mol=85.1 homo_ha=-0.34996 spin_multiplicity=1 smiles=C1N[C@H]1[C@H]1CO1
C -1.77953 -0.36372 -0.09756
N -1.41982 0.98761 0.33138
C -0.58414 0.32224 -0.65130
C 0.75742 -0.27919 -0.34646
C 1.93615 0.18185 0.40532
O 1.00295 -0.73518 0.97474
H -1.61557 -1.18329 0.60066
H -2.68738 -0.44384 -0.69161
H -0.97636 0.94001 1.24515
H -0.66296 0.72339 -1.66198
H 1.03532 -1.00465 -1.11515
H 2.87668 -0.26349 0.08507
H 2.11725 1.11827 0.92174

*Q*
13
Properties=species:S:1:pos:R:3 method="wB97M-V/def2-TZVPD" homo_lumo_gap_ev=10.5824 mol_weight_g_mol=85.1 homo_ha=-0.35035 spin_multiplicity=1 smiles="O=CNC1CC1"
O -0.43902 2.89201 -1.27616
C -0.29994 1.68778 -1.28752
N -0.69489 0.84156 -0.29601
C -0.20527 -0.50528 -0.22640
C -0.25619 -1.19534 1.09463
C 1.07261 -0.75276 0.52970
H 0.14871 1.13629 -2.13682
H -1.04237 1.27695 0.54862
H -0.42512 -1.09412 -1.11344
H -0.68692 -0.66185 1.93892
H -0.48794 -2.25667 1.08320
H 1.77872 -1.50982 0.20228
H 1.53762 0.14125 0.93901

*R*
13
Properties=species:S:1:pos:R:3 method="wB97M-V/def2-TZVPD" homo_lumo_gap_ev=11.0397 mol_weight_g_mol=85.1 homo_ha=-0.36894 spin_multiplicity=1 smiles="O[C@H]1CCC=N1"
C 0.50443 -0.62796 1.18504
C -0.79891 -0.59667 0.56965
C -0.64528 0.34996 -0.64364
C 0.85542 0.85348 -0.34919
N 1.33010 0.26441 0.83496
O 1.81775 0.20384 -1.35737
H 0.84943 -1.16292 2.08292
H -1.22419 -1.56222 0.17048
H -1.49515 -0.24001 1.33187
H -0.71004 -0.12061 -1.70849
H -1.31634 1.35882 -0.51525
H 1.10168 1.92630 -0.52983
H 2.74848 0.22289 -0.88373

*S*
13
Properties=species:S:1:pos:R:3 method="wB97M-V/def2-TZVPD" homo_lumo_gap_ev=10.1897 mol_weight_g_mol=85.1 homo_ha=-0.33613 spin_multiplicity=1 smiles="O=CCN1CC1"
O -2.61216 -0.83481 0.76379
C -1.41715 -0.71328 0.63040
C -0.72894 0.63526 0.74598
N 0.52194 0.85034 0.04132
C 0.68595 0.27137 -1.27408
C 1.49550 -0.21243 -0.12707
H -0.78345 -1.60638 0.44859
H -0.56688 0.82068 1.81816
H -1.44930 1.38768 0.40550
H 1.12461 0.92010 -2.02718
H -0.09093 -0.39548 -1.65141
H 1.28541 -1.21270 0.24872
H 2.53540 0.08966 -0.02270

*Q* comes first in stability; the runner-up is 95.4 kJ/mol higher.

*P*
13
Properties=species:S:1:pos:R:3 method="wB97M-V/def2-TZVPD" homo_lumo_gap_ev=8.5265 mol_weight_g_mol=85.1 homo_ha=-0.27954 spin_multiplicity=1
C 0.22620 1.65716 -0.59855
C -0.68624 0.45530 -0.56339
C -0.18168 -0.92601 -0.95922
N -0.42403 -0.56729 0.42592
C 0.23086 -0.96748 1.44942
O 0.95586 -2.05808 1.31291
H -0.00601 2.38136 0.19117
H 0.11165 2.16285 -1.56354
H 1.26792 1.33358 -0.50830
H -1.75136 0.69308 -0.61698
H -1.01405 -1.55541 -1.30165
H 1.03733 -2.13336 0.31538
H 0.23353 -0.47570 2.41683

*Q*
13
Properties=species:S:1:pos:R:3 method="wB97M-V/def2-TZVPD" homo_lumo_gap_ev="5.8679 / 3.5423" mol_weight_g_mol=85.1 homo_ha="-0.26133 / -0.21284" spin_multiplicity=1
C -0.76969 -1.11184 0.57699
C -0.56710 0.96367 -1.18275
O -0.14007 1.43703 -0.06888
C 1.02577 0.84280 0.46320
C 0.73035 -0.79284 0.28888
N 1.58625 -1.53206 -0.14400
H -1.26280 -0.32543 1.15969
H -1.38089 -1.30131 -0.31452
H -0.75788 -2.03587 1.15073
H -1.59213 1.19897 -1.43559
H 0.08617 0.35678 -1.80375
H 1.15027 1.24319 1.47201
H 1.89175 1.05690 -0.16200

*R*
13
Properties=species:S:1:pos:R:3 method="wB97M-V/def2-TZVPD" homo_lumo_gap_ev=10.6431 mol_weight_g_mol=85.1 homo_ha=-0.35229 spin_multiplicity=1 smiles=C1OC[C@H]2N[C@@H]12
C 1.20193 0.19082 -0.61914
O 0.57419 1.36687 -0.13530
C -0.61995 1.04747 0.61354
C -0.72135 -0.47092 0.67527
N -0.93175 -1.22675 -0.63683
C 0.39367 -0.98696 -0.13376
H 2.20918 0.09392 -0.21010
H 1.28329 0.26152 -1.71368
H -0.64748 1.49008 1.62679
H -1.39358 1.57538 0.06048
H -1.04897 -0.92948 1.61579
H -1.20796 -0.53262 -1.33349
H 0.90878 -1.87933 0.19043

*R* comes first in stability; the runner-up is 199.4 kJ/mol higher.